# 1
Computed, not measured: a structure of composition C26H25Cl2N2O9PReS at a distorted geometry, with ωB97M-V/def2-TZVPD.

```
! RIJCOSX wB97M-V def2-TZVPD def2/J DEFGRID3
* xyz 0 4
Re 0.1096 -0.2326 -0.3099
Cl 2.7098 -7.1324 -0.3348
Cl -1.6702 3.2861 -3.8950
S -1.9534 -1.7156 -0.2587
P 2.3258 0.8081 -0.7076
O 0.7349 -1.7182 -1.5138
O -2.4716 2.0119 2.7073
O -0.8107 0.8584 -1.6216
O 0.7872 3.2362 -0.4606
O 0.0899 0.2742 -3.5748
O 0.7194 -1.4104 1.2759
O -2.8843 4.8894 2.0548
O -0.3374 1.0132 1.1271
O -0.8271 5.6210 0.0307
N -4.5347 -1.6802 0.4084
N -3.3870 -0.3034 1.6378
C -4.7862 -2.8553 -0.4081
C -0.9940 4.5593 0.5599
C 1.0053 -2.6345 1.2653
C 3.4859 -0.5372 -0.9221
C 2.9826 1.7025 0.7062
C 3.6461 2.9155 0.5168
C 1.1273 -2.9248 -1.2580
C 1.7247 -4.7005 0.3584
C -4.7665 0.0528 1.9597
C 2.5103 1.7273 -2.2682
C -1.8995 1.5640 -3.5697
C -0.7288 0.8882 -2.9305
C 2.8721 1.1460 1.9837
C -5.5035 -1.1084 1.3845
C 1.4336 -3.8354 -2.2917
C -3.3231 -1.1837 0.6246
C 1.2534 -3.4006 0.1020
C -2.0092 4.1624 1.6325
C -1.7954 2.7113 1.9249
C 2.1216 -5.5354 -0.6510
C 3.4637 1.7347 3.0649
C -0.1506 3.3179 0.3037
C 4.1260 2.9396 2.8942
C 1.9596 -5.0849 -1.9783
C 4.2178 3.5218 1.6464
C -0.6681 2.3465 1.1480
H 3.2437 -1.1221 -1.8347
H 3.6586 3.4082 -0.4336
H 2.1578 1.0463 -3.0551
H 1.7450 -5.0174 1.3871
H 1.3095 -3.4556 -3.3078
H -4.8544 0.1692 3.0025
H -2.5987 0.2649 1.9651
H 3.5640 -1.1619 -0.0788
H 1.1126 -3.1289 2.2438
H 4.4748 -0.1159 -1.1098
H -4.9751 1.0164 1.4880
H -4.8034 -3.7486 0.2299
H 4.6978 3.4822 3.6470
H 2.3219 0.1904 2.0576
H -4.0091 -2.9499 -1.1988
H -2.8235 1.5281 -3.0011
H -2.0575 1.0631 -4.5508
H 3.4614 1.2741 4.0430
H 2.2417 -5.6901 -2.8159
H 1.8689 2.6093 -2.2403
H -5.7806 -1.8654 2.1527
H 3.5382 2.0213 -2.4580
H -5.7575 -2.7302 -0.8853
H 4.7638 4.4302 1.5708
H -6.4048 -0.8126 0.8193
*
```

Results
E_LUMO (alpha / beta): -1.313 / -1.933 eV
energy above the lowest of the compared OMol25 structures with the same formula, charge and spin: 7.7 kcal per mole
HOMO level (alpha / beta): -7.41 / -7.53 eV
frontier orbital gap (alpha / beta): 0.2241 / 0.2058 Eh
<S²>: 3.769
E_tot: -96075.3685 eV

***

# 2
Computed, not measured: a cluster of 3 separate species, C5H12N2O in total at a distorted geometry, with ωB97M-V/def2-TZVPD.

```
! RIJCOSX wB97M-V def2-TZVPD def2/J DEFGRID3
* xyz -1 2
O 1.1811 -2.6953 -0.3709
N -0.7097 -0.1862 0.0738
N -0.5190 3.1992 -1.2332
C 1.0577 1.2072 1.2086
C 0.4897 -2.1380 0.4054
C -0.3440 1.1480 0.6182
C -0.3522 -1.2522 0.8371
C -0.4040 -0.2424 -1.3512
H -1.5091 -3.6682 1.8834
H 0.3054 3.6716 -1.5999
H -1.0618 1.3560 1.4176
H 0.6657 -0.1802 -1.5576
H -1.2196 -4.0579 1.3162
H -0.7868 -1.1498 -1.8184
H -0.9003 0.6129 -1.8066
H -1.2696 3.8897 -1.2225
H -0.4338 2.0567 -0.2032
H 1.2191 2.1645 1.6993
H 1.1967 0.4269 1.9594
H 1.8119 1.1085 0.4236
*
```

Results
E_LUMO (alpha / beta): 3.666 / 2.837 eV
energy above the lowest of the compared OMol25 structures with the same formula, charge and spin: 107.2 kcal per mole
HOMO level (alpha / beta): -2.34 / -2.34 eV
frontier orbital gap (alpha / beta): 0.2208 / 0.1903 Eh
<S²>: 0.760
E_tot: -10401.8541 eV

***

# 3
Computed, not measured: the molecule CH5N3 at a distorted geometry, with ωB97M-V/def2-TZVPD.

```
! RIJCOSX wB97M-V def2-TZVPD def2/J DEFGRID3
* xyz 0 1
N -1.1010 -0.6823 -0.0657
N 1.1190 -0.6690 0.6515
N 0.0366 1.3247 -0.4523
C 0.1130 -0.0132 0.1043
H -0.4812 1.4791 -1.2651
H 0.8993 1.7857 -0.5238
H -1.8336 0.0871 -0.0758
H -1.0122 -1.6025 0.2193
H 1.3673 -1.4837 0.0852
*
```

Results
E_LUMO: 0.877 eV
energy above the lowest of the compared OMol25 structures with the same formula, charge and spin: 45.9 kcal per mole
HOMO level: -8.12 eV
frontier orbital gap: 0.3308 Eh
E_tot: -5586.9847 eV

***

# 4
Computed, not measured: a structure of composition C40H106N3O16Zr at a distorted geometry, with ωB97M-V/def2-TZVPD.

```
! RIJCOSX wB97M-V def2-TZVPD def2/J DEFGRID3
* xyz 1 1
Zr 0.6123 -1.3762 2.3807
O -1.5379 -0.4283 2.8937
O 1.0643 0.4504 3.4731
O 0.4062 -4.0473 -5.6636
O -2.1301 5.2830 3.4824
O -2.6295 2.4623 -5.9548
O -1.0516 -2.8331 2.1794
O 2.5264 -0.7172 1.3073
O 3.4708 -5.0309 -5.0551
O 2.2064 6.9801 1.6434
O 4.9850 4.0237 -2.9232
O 4.2921 2.7532 -5.3656
O 1.3727 -2.8795 0.6827
O -4.2458 -3.0716 -6.7269
O -5.8957 0.4277 -1.8703
O -3.2685 5.7802 -3.6883
O -0.1958 -0.4568 0.4719
N 0.1123 0.3233 -0.6298
N 1.6152 1.0339 4.6080
N -1.3371 -4.1296 1.7775
C -1.4819 -6.4660 2.4527
C -0.2283 -4.9199 3.8252
C 3.0640 1.1329 4.5558
C -2.4610 -6.7419 1.3087
C 0.8160 2.1340 5.1547
C 4.2222 4.8201 -2.0243
C 0.9626 -1.6604 -1.9847
C -1.9386 -3.3560 -0.4723
C -2.6969 -4.7937 3.8529
C -0.2214 1.7451 -0.4700
C -0.3834 -4.0277 -4.4757
C -2.5674 3.9942 3.1143
C 3.3893 1.6723 -5.2973
C -1.4896 -5.0029 2.9346
C 0.2359 2.2912 0.8751
C 0.8275 3.4494 4.3736
C -4.5194 0.6641 -2.1560
C 3.5092 1.4431 6.0087
C 0.2397 -0.3350 -1.9431
C -2.4124 0.5059 2.2586
C 3.6416 2.2499 3.6492
C -3.7319 -1.8480 -6.1994
C 0.4868 1.9513 -2.9223
C 1.7940 -4.2616 0.8672
C 1.0341 0.5619 -2.9338
C 3.6768 -3.7575 -4.5075
C -3.7502 -3.8557 1.1699
C -2.2054 4.9055 -3.3865
C 2.8023 2.5878 6.6933
C -2.3297 -4.2213 0.7139
C -2.3321 -5.6729 0.2105
C 1.7396 5.7097 1.1776
C 3.7446 -0.1877 4.2225
C 0.5845 2.5254 -1.5184
C -1.5414 1.5673 -5.9459
C -1.1967 -0.5301 -2.4864
C 1.2930 2.4183 6.5902
C 3.0834 0.4148 0.5618
C -1.7069 2.1149 -0.7407
C -0.6363 1.7249 5.3091
H 2.5032 0.4554 -0.3592
H 2.4153 -4.5656 0.0209
H -1.1678 1.6611 4.3557
H 4.5149 4.6806 -0.9810
H -2.5015 3.9020 -3.7165
H -0.5200 2.1163 -3.3132
H 0.6931 -4.7589 3.2627
H -2.9488 -3.7612 4.0940
H -2.2530 -7.7271 0.8920
H 0.2825 3.5754 -1.5932
H -0.4796 -6.8297 2.2171
H -1.9484 3.0962 -0.3328
H -1.3274 -5.8865 -0.1916
H -6.3585 1.2568 -1.7324
H -4.5881 -1.2181 -5.9461
H 2.6070 -5.0085 -5.4786
H -1.3017 5.2208 -3.9032
H 3.2933 1.2008 -6.2751
H -1.0767 -3.6595 -1.0636
H 3.0567 3.4648 6.0786
H 4.5888 1.6077 5.9913
H -2.5882 2.9469 -6.7841
H 0.1985 -4.5151 -3.6864
H -3.0800 -1.4332 -6.9694
H -3.4719 4.0198 2.4920
H 3.1006 2.3982 2.7161
H 4.1301 0.1994 0.3605
H -2.1082 -1.0196 3.3982
H -1.9334 -0.5276 -1.6791
H 1.6475 2.5871 -1.2470
H 1.0241 1.6088 7.2781
H 3.1607 4.5933 -2.1381
H -4.0206 0.6698 -1.1806
H 2.0885 0.5580 -2.6432
H 2.6142 5.0626 1.2318
H -1.5274 0.2414 -3.1793
H -4.3787 -3.5033 0.3427
H -2.8436 3.3842 3.9718
H 3.8309 0.8570 -4.7044
H 4.7669 -0.2076 4.5948
H -1.7628 3.4967 2.5641
H 0.0779 3.3554 1.0295
H 3.6955 -3.0176 -5.3164
H 1.2971 2.0670 0.8880
H -0.2160 1.7483 1.7015
H 4.5225 2.9889 -4.4543
H -2.0081 1.5067 2.3110
H -1.8362 -2.2973 -0.2158
H -2.3535 1.4066 -0.2319
H 0.1375 4.1877 4.7833
H 2.8463 -3.4298 -3.8692
H -4.3203 -4.6860 1.5764
H -1.2985 1.1162 -6.9124
H -3.1939 -1.9750 -5.2588
H -2.9769 -5.7220 -0.6676
H 4.2905 5.8961 -2.2163
H 4.6738 1.9840 3.4017
H -1.8725 5.7950 2.7129
H -0.3180 -4.0283 4.4602
H -1.4306 -1.5025 -2.9354
H -1.9756 4.7841 -2.3185
H -3.6093 -5.2876 3.5205
H 4.6153 -3.6916 -3.9659
H -1.6355 0.8051 -5.1781
H 1.2792 5.7159 0.1869
H -0.6039 2.1023 -5.7255
H -1.3480 -4.4623 -4.7307
H -4.3571 1.5538 -2.7600
H 1.0249 2.6925 -3.5246
H 3.7173 3.1921 4.1858
H 0.9450 0.0751 -3.9077
H 0.8094 3.3207 6.9670
H -4.1233 5.3511 -3.6403
H -0.5012 -2.9969 -4.1495
H 1.9078 -1.6171 -1.4160
H 3.6774 -0.4005 3.1591
H 0.8491 5.4553 1.7656
H -2.6003 0.2428 1.2209
H -0.7645 0.7477 5.7763
H -3.5200 -6.7157 1.5806
H -0.1849 -5.7914 4.4718
H -5.0890 -2.9321 -7.1592
H 3.2725 0.5167 6.5495
H -2.8153 -3.3437 -1.1285
H -1.8076 -7.0989 3.2844
H -1.9019 2.0489 -1.8068
H 2.9604 1.3416 1.1003
H -2.4676 -5.3032 4.7943
H 3.1006 -1.4507 1.0590
H 5.8347 3.9074 -2.4884
H 3.2606 -1.0060 4.7729
H -3.3715 0.5028 2.7793
H 0.9124 -4.9058 0.8392
H -1.2225 2.4738 5.8434
H -4.0853 -0.2385 -2.5900
H 1.7665 3.9850 4.2321
H 0.3984 -4.8991 -6.1061
H -3.7794 -2.9861 1.8316
H 0.5304 3.2228 3.3409
H 2.3432 -4.4673 1.7836
H 0.4539 -2.5388 -1.5893
H 1.2375 -2.8587 -0.2704
H 3.2130 2.7613 7.6854
H 2.4303 1.9734 -4.8798
H 1.3404 -1.8639 -2.9854
H 2.1484 6.9573 2.6012
*
```

Results
E_LUMO: -4.016 eV
energy above the lowest of the compared OMol25 structures with the same formula, charge and spin: 49.2 kcal per mole
HOMO level: -9.83 eV
frontier orbital gap: 0.2137 Eh
E_tot: -81694.5590 eV

***

# 5
Computed, not measured: a structure of composition C3H4NO at a distorted geometry, with ωB97M-V/def2-TZVPD.

```
! RIJCOSX wB97M-V def2-TZVPD def2/J DEFGRID3
* xyz 1 1
O -1.2290 -1.0124 0.3923
N -0.8559 1.3191 0.5933
C 0.0753 -0.8572 -0.1773
C 0.4012 0.7720 -0.1343
C -1.3159 0.2001 0.5932
H 0.2123 -1.1648 -1.2419
H 0.7115 1.1358 -1.1009
H 1.2002 0.9861 0.6318
H 0.8004 -1.3787 0.4438
*
```

Results
E_LUMO: -7.426 eV
energy above the lowest of the compared OMol25 structures with the same formula, charge and spin: 87.7 kcal per mole
HOMO level: -17.30 eV
frontier orbital gap: 0.3628 Eh
E_tot: -6700.8664 eV